# 1
Density functional theory data (ωB97M-V with the def2-TZVPD basis set) for a cluster of 3 separate species, C28H33BIN2O6P2 in total.

Properties
2S+1 ... 1
Electronic energy ... -2652.8038 a.u.
LUMO ... 0.046 Eh
Charge ... -1

Last column: Mulliken charge in e.
Geometry (Å):
C: -2.1493 -1.8629 4.0624  -0.29
C: -1.6877 -2.0907 2.9817  -1.44
C: -1.1516 -2.3753 1.6452  2.56
C: -2.2481 -1.9427 0.6314  -0.18
C: -2.3779 -0.6964 0.0389  0.45
C: -3.4281 -0.4154 -0.8269  -0.77
C: -4.3824 -1.3754 -1.0944  -0.63
C: -4.2819 -2.6134 -0.4860  -0.85
C: -3.2276 -2.8942 0.3667  -0.05
O: -0.9568 -3.7572 1.4766  -0.87
B: 0.1043 -3.9561 0.4463  2.15
P: -0.4304 -4.7478 -1.2692  -0.31
C: 1.2065 -4.7537 -2.1251  -1.01
C: -1.3292 -3.5128 -2.3353  -0.81
O: 0.7391 -2.5798 0.3619  -0.89
C: 0.3226 -1.8488 1.3875  -1.79
I: 1.4755 -2.6099 3.2612  -0.14
P: 0.5847 0.0088 1.3055  0.43
C: 2.0080 0.4756 2.3633  -0.93
C: 3.3963 -0.0767 1.9787  -1.17
C: 1.3116 0.4164 -0.3410  -0.09
C: 0.8242 -0.3843 -1.5671  -0.25
H: -2.5430 -1.6156 5.0149  0.66
H: -1.6768 0.0777 0.2768  0.03
H: -3.4774 0.5693 -1.2704  0.46
H: -5.1960 -1.1601 -1.7727  0.42
H: -5.0237 -3.3718 -0.6925  0.40
H: -3.1620 -3.8756 0.8108  0.50
H: 0.8993 -4.7910 0.8707  -0.42
H: 1.0700 -4.9835 -3.1809  0.36
H: 1.7372 -3.8030 -2.0437  0.14
H: 1.8325 -5.5250 -1.6822  0.32
H: -0.9379 -3.5735 -3.3525  0.41
H: -2.3902 -3.7429 -2.3725  0.30
H: -1.2248 -2.4781 -2.0145  0.10
H: 2.0177 1.5640 2.2520  0.48
H: 1.7600 0.2725 3.3978  0.58
H: 4.0138 0.6896 1.5135  0.36
H: 3.9093 -0.5088 2.8328  0.28
H: 3.3019 -0.8845 1.2529  0.28
H: 1.0429 1.4650 -0.4777  0.55
H: 2.3995 0.3820 -0.3232  -0.09
H: 0.0442 -1.0946 -1.3482  -0.60
H: 1.6635 -0.9309 -1.9876  0.11
H: 0.4646 0.2938 -2.3417  0.33
C: -5.9035 2.8236 3.2468  -0.44
C: -5.1658 1.7293 2.8150  -0.62
C: -3.9827 1.9185 2.1184  0.17
C: -3.5643 3.2136 1.8711  -0.17
C: -4.2806 4.3183 2.2909  -0.56
C: -5.4628 4.1152 2.9841  -0.39
N: -2.2991 3.4065 1.1405  0.99
O: -1.7412 2.3987 0.7771  -0.53
O: -1.9000 4.5443 0.9656  -0.65
H: -6.8251 2.6701 3.7932  0.38
H: -5.5061 0.7238 3.0204  0.46
H: -3.3969 1.0744 1.7791  0.46
H: -3.9221 5.3147 2.0800  0.46
H: -6.0395 4.9658 3.3215  0.37
C: 5.6007 4.4804 -3.2180  -0.43
C: 4.4687 3.7854 -3.6222  -0.47
C: 4.2964 2.4610 -3.2523  -0.28
C: 5.2694 1.8586 -2.4784  0.16
C: 6.4035 2.5299 -2.0642  -0.48
C: 6.5666 3.8530 -2.4422  -0.40
N: 5.0793 0.4545 -2.0681  1.05
O: 4.0843 -0.1072 -2.4699  -0.58
O: 5.9223 -0.0386 -1.3480  -0.62
H: 5.7286 5.5159 -3.5049  0.37
H: 3.7149 4.2754 -4.2227  0.37
H: 3.4194 1.9077 -3.5537  0.46
H: 7.1422 2.0289 -1.4570  0.46
H: 7.4472 4.3955 -2.1265  0.37

Atoms 1-6, force components in eV/Å:
-0.2 0.2 0.0
0.2 0.0 0.0
0.1 -0.6 -0.1
0.1 0.1 0.1
0.0 -0.1 0.1
0.2 0.1 0.1

# 2
Density functional theory data (ωB97M-V with the def2-TZVPD basis set) for a cluster of 8 separate species, C28H33Cl2N7 in total.

Properties
2S+1 ... 1
Electronic energy ... -2390.3399 a.u.
LUMO ... 0.012 Eh
SMILES ... c1ccncc1.c1ccncc1.c1ccncc1.c1ccncc1.ClCCCl.CC#N.CC#N.CC#N

Last column: Mulliken charge in e.
Geometry (Å):
N: 9.8522 11.0856 9.6314  -0.35
C: 9.2512 12.2644 9.4795  -0.62
C: 9.4530 13.0242 8.3712  -0.36
C: 10.1930 12.5137 7.3038  -0.23
C: 10.6392 11.2027 7.4492  -0.54
C: 10.4913 10.4770 8.6592  -0.39
H: 8.6811 12.6308 10.2856  0.44
H: 9.0227 14.0195 8.2717  0.44
H: 10.4609 13.0198 6.3964  0.44
H: 11.1932 10.7114 6.6437  0.64
H: 10.8809 9.4575 8.8416  0.40
N: 17.8565 8.1538 10.1025  -0.60
C: 17.0938 7.3934 9.3506  -0.14
C: 15.8342 6.8971 9.6783  -0.48
C: 15.2359 7.3554 10.8262  -0.05
C: 15.9906 8.2562 11.5672  -0.26
C: 17.2939 8.5859 11.2556  -0.33
H: 17.5704 7.1114 8.4188  0.38
H: 15.2822 6.3088 8.9714  0.38
H: 14.1949 7.0666 11.0132  0.35
H: 15.5642 8.8115 12.3959  0.36
H: 17.8145 9.3646 11.8157  0.41
N: 7.7531 7.5985 13.9093  -0.58
C: 9.0112 8.0328 13.6721  -0.20
C: 9.5689 9.0057 14.5029  0.03
C: 8.9441 9.5032 15.5981  -0.51
C: 7.6744 8.9612 15.8603  -0.32
C: 7.0860 8.0716 14.9505  -0.26
H: 9.5778 7.5788 12.8571  0.38
H: 10.5057 9.4532 14.2334  0.25
H: 9.4404 10.1972 16.2547  0.43
H: 7.0500 9.2956 16.7044  0.31
H: 6.0990 7.7366 15.0713  0.40
N: 11.5122 17.3847 8.1971  -0.58
C: 10.6972 18.1099 8.9230  -0.19
C: 9.9671 17.6757 10.0207  -0.50
C: 10.2676 16.4091 10.5097  -0.49
C: 11.1861 15.6328 9.7665  -0.19
C: 11.7199 16.1160 8.5943  -0.38
H: 10.5768 19.0972 8.5252  0.39
H: 9.3416 18.3579 10.6110  0.35
H: 9.7942 16.0071 11.3991  0.47
H: 11.4008 14.6524 10.1022  0.65
H: 12.4034 15.5493 7.9633  0.47
Cl: 12.7174 9.2885 13.0134  -0.32
C: 12.0152 10.3445 11.7099  0.17
C: 11.9416 11.7947 12.1596  0.37
Cl: 10.6023 12.1858 13.3178  -0.23
H: 11.0550 9.9782 11.3978  0.45
H: 12.7434 10.2647 10.9412  -0.19
H: 11.7228 12.4647 11.3337  -0.83
H: 12.8848 12.1298 12.5574  0.60
C: 14.7233 16.7216 13.1993  -0.86
C: 14.3470 15.3710 12.7723  0.28
N: 14.1270 14.2941 12.4656  -0.26
H: 14.4780 17.4236 12.3970  0.27
H: 15.8368 16.7570 13.3212  0.28
H: 14.1723 17.0189 14.1051  0.27
C: 15.4568 12.0030 10.6678  -0.57
C: 14.3079 12.5229 9.8674  0.20
N: 13.4164 12.8233 9.1999  -0.22
H: 15.6121 10.9321 10.5422  -0.11
H: 15.4505 12.4826 11.6605  0.33
H: 16.3785 12.4152 10.1741  0.42
C: 13.8523 10.4303 6.3535  -0.88
C: 13.7783 9.6740 7.5823  0.43
N: 13.7118 8.9737 8.5015  -0.32
H: 12.8683 10.7189 5.9930  0.27
H: 14.3230 9.7167 5.7156  0.40
H: 14.5336 11.2524 6.5955  0.24

Atoms 1-6, force components in eV/Å:
-0.9 -1.1 1.5
1.3 -0.7 -0.5
-0.2 1.3 -1.7
0.2 -1.7 1.0
0.8 -1.0 -0.2
-0.2 1.5 -1.1

# 3
Density functional theory data (ωB97M-V with the def2-TZVPD basis set) for a structure of composition C28H33F18N14O12S6Zn.

Properties
2S+1 ... 1
Electronic energy ... -8722.2232 a.u.
LUMO ... 0.032 Eh
Charge ... -1
ΔE to the lowest compared entry with this formula, charge and spin ... 0.9744 eV

Last column: Mulliken charge in e.
Geometry (Å):
Zn: 1.4810 1.0326 -2.6478  2.36
C: 1.4190 3.1947 -5.7285  0.66
F: 1.9313 3.7160 -6.8177  -0.25
F: 1.7403 3.9787 -4.7023  -0.19
F: 0.1202 3.1105 -5.7932  -0.19
S: 2.2522 1.5347 -5.4718  0.53
O: 2.5800 1.0089 -6.7184  -0.58
O: 3.3122 1.8650 -4.5811  -0.53
N: 1.1561 0.6545 -4.5814  0.16
S: 0.2874 -0.1995 -5.6918  0.84
O: -0.1957 0.5524 -6.7871  -0.62
O: 0.8819 -1.4447 -5.9975  -0.60
C: -1.2220 -0.5890 -4.7373  0.45
F: -1.8949 0.4996 -4.4592  -0.21
F: -1.9747 -1.3986 -5.4666  -0.22
F: -0.8472 -1.2014 -3.5806  0.00
C: -5.4047 -4.8000 4.8972  0.71
F: -6.4575 -5.2756 4.2270  -0.27
F: -5.0516 -5.6799 5.8002  -0.25
F: -4.4017 -4.6846 4.0485  -0.22
S: -5.8581 -3.1584 5.7275  0.99
O: -7.1667 -2.7857 5.2971  -0.56
O: -5.6868 -3.4469 7.1139  -0.70
N: -4.5537 -2.1890 5.2824  -0.32
S: -5.0010 -1.5492 3.9114  1.15
O: -5.7317 -2.4456 3.0300  -0.65
O: -5.6614 -0.2659 3.9262  -0.67
C: -3.4420 -1.3638 2.9000  0.18
F: -2.9413 -0.1104 3.0476  -0.12
F: -2.5051 -2.2411 3.2386  -0.21
F: -3.7169 -1.5600 1.6083  -0.15
C: 2.0051 -2.2311 -0.0828  0.66
F: 1.6309 -2.5106 -1.3265  -0.21
F: 1.2734 -2.9168 0.7541  -0.11
F: 3.3049 -2.5115 0.0684  -0.17
S: 1.8733 -0.3977 0.2147  -0.57
O: 1.3906 -0.2737 1.5461  -0.15
O: 3.1741 0.1149 -0.0090  -0.39
N: 0.8415 0.1676 -0.9238  0.89
S: -0.6902 0.2381 -0.3338  -0.96
O: -1.5862 0.5320 -1.3813  -0.36
O: -1.0202 -0.8585 0.4847  0.00
C: -0.6928 1.7553 0.7288  0.19
F: -0.7076 1.5117 2.0094  0.02
F: 0.3991 2.5214 0.4472  -0.21
F: -1.7753 2.4991 0.4231  -0.13
C: 1.4434 5.9498 -0.0032  -0.16
C: 1.4923 6.6384 -1.2866  0.24
N: 1.5673 7.1866 -2.2723  -0.44
H: 2.4065 6.0760 0.4996  0.27
H: 1.3699 4.8781 -0.1895  -0.29
H: 0.6707 6.3556 0.6383  0.39
C: -2.6186 -3.5779 -0.2247  0.00
C: -2.7461 -4.0981 -1.5427  0.20
N: -2.8489 -4.5170 -2.5871  -0.50
H: -3.3367 -4.0268 0.4572  0.45
H: -2.8978 -2.5189 -0.2313  -0.11
H: -1.5996 -3.5996 0.1432  0.03
C: 4.8212 -5.1504 0.9314  -0.47
C: 5.6034 -6.1024 1.7150  0.13
N: 6.2226 -6.8469 2.3482  -0.37
H: 5.4529 -4.4924 0.3460  0.24
H: 4.2823 -4.5808 1.6940  0.16
H: 4.1170 -5.6593 0.2866  0.30
C: 0.3431 -4.2106 -4.6525  -0.11
C: 0.6129 -5.1434 -3.5589  0.26
N: 0.8639 -5.8071 -2.6863  -0.49
H: 1.1755 -4.2651 -5.3536  0.36
H: 0.4755 -3.2343 -4.1780  -0.37
H: -0.6175 -4.3393 -5.1245  0.35
C: 4.8368 3.9245 -2.1997  -1.37
C: 3.6337 3.1447 -1.9909  0.33
N: 2.6575 2.5846 -1.8311  0.06
H: 5.1985 4.2434 -1.2258  0.40
H: 4.5147 4.8011 -2.7649  0.35
H: 5.5551 3.3163 -2.7354  0.31
C: -4.4605 2.6800 2.1017  -0.35
C: -4.6751 2.1116 0.7721  0.42
N: -4.8239 1.6939 -0.2896  -0.52
H: -4.2170 3.7444 1.9758  0.37
H: -3.5886 2.2474 2.5760  -0.22
H: -5.4021 2.6426 2.6408  0.37
C: -1.6493 2.6427 5.3463  -0.69
C: -2.5006 1.5286 5.7223  0.42
N: -3.1790 0.6344 5.9724  -0.30
H: -1.7165 2.7840 4.2642  -0.02
H: -0.6170 2.5082 5.6505  0.29
H: -2.0252 3.5730 5.7783  0.35
C: -2.5556 3.5517 -2.8911  -1.37
C: -1.1895 3.0642 -2.9090  0.43
N: -0.1158 2.7005 -2.8818  -0.35
H: -2.6205 4.3168 -2.1173  0.37
H: -3.2552 2.7731 -2.5965  0.29
H: -2.7545 3.9665 -3.8785  0.39
C: 0.6615 -2.3754 4.4203  -0.26
C: -0.3637 -1.9300 5.3582  0.23
N: -1.1600 -1.5689 6.0708  -0.36
H: 1.4312 -2.9008 4.9761  0.43
H: 1.0190 -1.5499 3.8095  -0.15
H: 0.1914 -3.0587 3.7071  0.15
C: 2.7311 2.4299 2.6464  -0.30
C: 3.5086 3.0907 1.5778  0.34
N: 4.0624 3.6673 0.7536  -0.45
H: 2.8886 2.9727 3.5723  0.49
H: 3.0015 1.3776 2.6628  0.10
H: 1.6887 2.4735 2.3356  -0.19
C: 5.8348 -0.1719 -1.9279  -1.25
C: 4.4781 -0.2310 -2.4268  0.54
N: 3.3862 -0.2448 -2.7706  -0.37
H: 5.7700 0.0398 -0.8583  0.26
H: 6.3895 0.6284 -2.4063  0.32
H: 6.3087 -1.1396 -2.0707  0.39

Atoms 1-6, force components in eV/Å:
0.0 0.3 0.4
0.8 -0.6 0.7
0.0 0.4 -0.8
0.0 0.3 0.2
-0.9 0.1 -0.4
-0.6 1.0 2.4

no.,frontier orbital gap (Ha)
1,0.1901
2,0.3452
3,0.2658